{"formula": "C4H13N2OP", "method": "ωB97M-V/def2-TZVPD", "species": ["C", "C", "C", "C", "N", "N", "O", "P", "H", "H", "H", "H", "H", "H", "H", "H", "H", "H", "H", "H", "H"], "xyz": [[-1.4943, -2.1150, 1.6613], [0.9351, 2.7471, 0.3836], [1.5964, -0.5958, -1.8689], [-1.4043, -0.7767, 0.9744], [-0.9261, 0.8951, -1.3531], [-0.0204, -0.7821, 0.3399], [1.3433, 1.3793, 0.3021], [0.4337, 0.3645, -0.7990], [-0.7799, -2.0801, 2.4153], [-2.3755, -2.2875, 2.0515], [-1.3765, -2.9372, 0.8313], [1.2348, 3.0451, 1.3428], [-0.1064, 2.8985, -0.0348], [1.7126, 3.2991, -0.3268], [2.1222, 0.0870, -2.6540], [2.2325, -1.1746, -1.3199], [0.9198, -1.1923, -2.4852], [-1.9567, -0.7250, 0.0880], [-1.5500, -0.0112, 1.6461], [-1.1066, 0.7371, -2.3309], [0.5663, -0.7753, 1.1362]], "homo_ev": -9.157, "e_above_lowest_kj_mol": 188.6, "e_tot_ev": -18674.22888}